88
Properties=species:S:1:pos:R:3:forces:R:3:lowdin_charge:R:1 method="wB97M-V/def2-TZVPD" energy_ev=-148227.22063 charge=+1 largest_force_ev_per_a=6.24 multiplicity=1
C -5.853041 0.368713 3.287612 0.5887 -0.1039 0.0044 -0.063
C -4.421493 1.039335 3.069254 -0.2584 -1.0029 1.7460 -0.205
O -4.203898 1.554649 1.727377 2.2159 0.0411 -0.7376 0.019
B -2.858299 1.918854 1.470675 -1.5395 0.2136 2.7470 -0.481
O -2.025993 2.220717 2.613733 -0.9658 -1.2222 -2.4265 0.109
C -2.216182 2.093143 -0.054020 -0.9672 -0.3227 -0.0187 -0.215
C -2.553172 3.451913 -0.824098 1.7099 0.4996 0.2017 -0.527
Cl -3.465203 3.178306 -2.417763 0.5575 0.1259 1.3688 0.681
C -3.213275 4.598389 0.057747 -1.0306 0.4440 -0.6824 -0.622
C -4.794570 4.525890 0.227536 -0.0751 0.9426 1.2135 -0.131
Cl -2.902741 6.170069 -0.902645 0.0412 -1.1270 0.6392 0.544
O -0.774006 2.094551 0.325130 1.2017 -2.2070 -1.0640 -0.167
S -0.258515 0.516662 0.477456 2.4887 -4.5502 3.4693 0.839
O 0.948610 0.081170 -0.315596 -3.6395 2.4452 -0.2129 -0.274
O -0.007432 -0.040861 1.835140 -1.5706 2.7642 -2.4863 -0.244
O -1.732337 -0.234600 0.079588 2.1421 2.8209 -0.0235 -0.158
C -2.322659 0.736587 -0.866802 -1.1420 -2.2373 -1.0435 -0.340
C -1.509150 0.444430 -2.203109 0.1115 0.0286 -1.2070 -0.126
C -0.546947 1.555334 -2.783510 0.7750 0.1600 -1.3494 -0.171
C 0.894426 0.997811 -3.290892 -1.3355 1.5950 0.2869 -0.261
N 0.825548 -0.362021 -3.919567 -0.0252 1.1319 -0.3822 -0.020
C -3.758631 0.093211 -1.170955 -1.3645 0.4391 0.2886 -0.063
O -3.601447 -1.346766 -1.453739 -1.3975 0.1452 1.6992 0.012
C -4.466159 -2.101578 -0.659733 0.4246 -2.3646 -0.4366 -0.509
F -4.164098 -2.040837 0.707911 -1.0201 0.3754 -2.7506 0.122
F -4.267657 -3.445558 -1.033399 -0.4106 2.8688 0.7434 0.106
F -5.818738 -1.832196 -0.892563 2.7784 -0.1163 0.8849 0.125
H -5.732252 -0.768604 3.235928 -0.4426 1.6421 -0.2653 0.083
H -6.591042 0.768449 2.522012 0.8147 -0.6451 1.0371 0.086
H -6.212951 0.589927 4.350716 0.4543 -0.1327 -1.5925 0.088
H -4.287272 1.856866 3.843533 0.0220 -0.8526 -1.1636 0.138
H -3.640228 0.218809 3.258436 -1.0281 1.3046 -0.1137 0.138
H -1.710503 1.399524 3.049637 -0.0360 0.5949 0.1068 0.105
H -1.540724 3.875988 -1.162451 -1.5212 -0.6411 0.4915 0.105
H -2.673243 4.792430 1.051158 -0.6819 -0.7281 -1.4933 0.140
H -5.080374 3.967023 1.188099 0.4257 0.4410 -1.6479 0.091
H -5.362335 4.170710 -0.682450 0.9372 0.1586 1.0811 0.070
H -5.143387 5.603930 0.413667 0.5443 -1.5870 -0.2752 0.083
H -0.939253 -0.540208 -2.053806 -0.9061 1.5392 0.0772 0.130
H -2.275932 0.197973 -3.022465 1.0862 0.4915 1.2107 0.133
H -0.314304 2.447342 -2.133651 -0.4319 -1.1496 -0.5227 0.113
H -1.037220 1.978294 -3.736912 0.5387 -0.4326 1.4201 0.093
H 1.206658 1.740775 -4.137169 -0.1028 -0.4512 0.8064 0.069
H 1.701793 1.100088 -2.495403 -1.0017 -0.5890 -1.2184 0.145
H -0.108130 -0.572826 -4.311596 -0.1885 -0.4352 1.3838 0.055
H 1.059361 -1.028255 -3.159144 -0.0805 -0.1159 -1.2323 0.133
H -4.267675 0.527284 -2.093231 1.0170 -0.2813 1.2998 0.131
H -4.500153 0.168068 -0.319860 1.1697 0.4008 -0.7342 0.143
Be 0.587967 0.686855 -5.571272 1.1601 -0.6506 1.1180 0.713
O -0.897101 -0.454989 5.235470 -0.1306 -0.5156 0.2567 0.101
C -0.182694 -1.404931 5.434728 -0.1401 0.7239 -0.0541 -0.474
O -0.402070 -2.327578 6.406882 -0.2119 0.4351 -0.3251 0.034
C 0.691341 -3.256224 6.437986 0.2374 -0.4308 0.2236 -0.154
C 1.325104 -3.168849 5.068361 0.4049 -0.3398 -0.2523 -0.167
C 1.088123 -1.722393 4.692777 0.0657 -0.4506 -0.2481 -0.081
H 1.379200 -2.958331 7.234571 -0.0674 0.0189 -0.0299 0.130
H 0.315965 -4.257670 6.652367 -0.1522 0.2116 0.1123 0.128
H 2.377327 -3.456610 5.060001 -0.1057 -0.0456 0.0430 0.112
H 0.791874 -3.820086 4.369357 0.0877 0.0196 0.0788 0.123
H 1.885566 -1.070414 5.056942 -0.0904 0.0915 -0.0869 0.141
H 0.953994 -1.604003 3.618377 0.0453 0.3482 0.1538 0.104
C 0.180461 9.332377 -0.940835 -0.0130 0.1106 0.0459 -2.028
Cl 0.295370 8.555146 0.651740 -0.0233 0.0886 -0.2379 0.512
Cl 1.590225 8.881750 -1.922707 -0.1925 0.0478 0.1302 0.509
Cl -1.303414 8.795022 -1.754990 0.3007 0.2677 0.0105 0.476
Cl 0.139452 11.094603 -0.738043 0.0103 -0.3348 -0.0402 0.530
C 4.119455 -4.169297 2.258449 -1.0312 0.0931 0.9852 -0.740
O 4.740646 -4.117151 1.162565 1.2102 -0.5668 0.2872 0.100
O 2.873377 -3.659543 2.162692 0.4174 0.0000 -0.6033 0.121
O 4.481926 -4.604481 3.358381 0.5897 0.0818 -1.0172 0.181
H 2.984760 -3.447360 1.211778 -1.2517 0.4871 0.0734 0.118
C 4.564216 -3.506851 -4.217469 -0.1860 0.1306 -0.2173 -0.065
C 4.605521 -3.267462 -2.708174 -0.2193 -0.7811 -0.3648 -0.404
C 5.819332 -2.429463 -2.232613 0.6708 0.0764 0.6175 -0.182
O 7.056296 -3.118201 -2.234694 -0.5979 0.3627 -0.2127 -0.160
C 7.648472 -3.274571 -3.514562 0.2705 -0.1716 0.0977 -0.087
N 4.547161 -4.555460 -2.020427 0.5889 0.9975 0.2779 0.123
H 5.243269 -4.293728 -4.543006 0.0265 0.0518 0.0850 0.071
H 3.559459 -3.824219 -4.512306 0.0983 0.0052 0.0814 0.078
H 4.806147 -2.593114 -4.766885 0.0261 -0.0603 0.0236 0.079
H 3.702682 -2.702241 -2.448470 0.1410 0.0755 0.1898 0.128
H 5.644154 -2.147758 -1.188571 0.0164 -0.1898 -0.0530 0.128
H 5.901876 -1.491180 -2.795642 -0.0917 -0.1070 -0.2863 0.126
H 7.487857 -2.399444 -4.151036 -0.0810 -0.0402 0.0133 0.095
H 7.266021 -4.175869 -3.996718 -0.0065 0.0720 -0.1773 0.079
H 8.722089 -3.413753 -3.379165 -0.0994 0.0763 0.1315 0.098
H 4.460724 -4.387163 -1.016973 -0.3339 -0.2923 0.2027 0.055
H 5.464095 -4.994272 -2.114684 -0.2242 -0.2143 -0.1594 0.102